Record 1
Below is one molecule with the formula C3H5NO, with properties calculated with wB97M-V/def2-TZVPD.

Element x y z (Å)
N (-1.04, -0.93, 0.03)
C (-0.96, 0.41, 0.02)
C (0.31, 0.89, -0.14)
C (1.47, 0.10, 0.09)
O (1.38, -1.09, -0.08)
H (-0.11, -1.44, -0.15)
H (-1.98, -1.53, 0.05)
H (-1.96, 1.00, -0.04)
H (0.57, 1.90, -0.06)
H (2.31, 0.69, 0.27)

As for the total charge: 0. The LUMO energy comes out at 0.942 eV. The HOMO-LUMO gap is 9.407 eV. For the HOMO energy, the calculation gives -8.465 eV. As for the relative energy (zero: lowest compared OMol25 entry of this formula, charge and spin): 147.8 kJ/mol.

***

Record 2
Below is one molecule with the formula C3H5NO, with properties calculated with wB97M-V/def2-TZVPD.

Element x y z (Å)
C (1.91, 0.47, 0.11)
C (-0.32, -0.11, -0.17)
C (-1.76, 0.29, 0.01)
N (2.81, -0.27, -0.01)
O (0.66, 0.53, 0.50)
H (0.11, -0.81, -0.94)
H (-1.97, 0.88, -0.86)
H (-2.07, 0.79, 0.99)
H (-2.36, -0.62, -0.06)
H (2.98, -1.16, 0.43)

As for the total charge: 0. The LUMO energy (spin up / spin down) comes out at 0.420 / 0.994 eV. The HOMO-LUMO gap (spin up / spin down) is 7.799 / 8.481 eV. For the HOMO energy (spin up / spin down), the calculation gives -7.380 / -7.487 eV. As for the relative energy (zero: lowest compared OMol25 entry of this formula, charge and spin): 470.8 kJ/mol.

***

Record 3
Below is C3H5NO as an isolated structure, with properties calculated with wB97M-V/def2-TZVPD.

Element x y z (Å)
O (-0.22, 0.41, -1.20)
C (0.16, 1.00, 0.03)
C (0.55, -0.27, 0.82)
C (-0.29, -1.10, -0.07)
N (-1.20, -1.73, -0.51)
H (-1.16, -0.66, -1.14)
H (1.02, 1.66, -0.11)
H (-0.65, 1.55, 0.53)
H (0.25, -0.36, 1.87)
H (1.61, -0.52, 0.71)

As for the total charge: 0. The LUMO energy comes out at 0.866 eV. The HOMO-LUMO gap is 10.485 eV. For the HOMO energy, the calculation gives -9.619 eV. As for the relative energy (zero: lowest compared OMol25 entry of this formula, charge and spin): 377.1 kJ/mol.

***

Record 4
Below is one molecule with the formula C3H5NO, with properties calculated with wB97M-V/def2-TZVPD.

Element x y z (Å)
O (0.52, 0.73, -1.75)
C (-0.06, 0.69, -0.68)
C (0.51, -0.06, 0.40)
C (-0.37, -1.26, 0.60)
N (-0.35, -0.02, 1.44)
H (-1.24, 1.00, -0.62)
H (1.61, 0.10, 0.18)
H (-1.37, -1.45, 0.11)
H (-0.05, -2.27, 1.17)
H (-1.13, 0.66, 1.16)

As for the total charge: 0. The LUMO energy comes out at 0.640 eV. The HOMO-LUMO gap is 10.495 eV. For the HOMO energy, the calculation gives -9.855 eV. As for the relative energy (zero: lowest compared OMol25 entry of this formula, charge and spin): 318.0 kJ/mol.

***

Record 5
Below is one molecule with the formula C3H5NO2, with properties calculated with wB97M-V/def2-TZVPD.

Element x y z (Å)
O (2.79, -0.02, 0.89)
C (1.66, -0.35, 0.91)
N (0.55, -0.81, 1.07)
C (-0.72, -0.52, 0.46)
C (-0.67, 0.67, -0.50)
O (0.49, 0.69, -1.30)
H (-1.05, -1.43, -0.05)
H (-1.44, -0.31, 1.26)
H (-0.64, 1.61, 0.06)
H (-1.59, 0.65, -1.10)
H (0.61, -0.19, -1.69)

As for the total charge: 0. The LUMO energy comes out at 0.683 eV. The HOMO-LUMO gap is 10.975 eV. For the HOMO energy, the calculation gives -10.292 eV. As for the relative energy (zero: lowest compared OMol25 entry of this formula, charge and spin): 91.6 kJ/mol.

***

Record 6
Below is one molecule with the formula C3H5NO2, with properties calculated with wB97M-V/def2-TZVPD.

Element x y z (Å)
C (-1.73, -0.43, -0.72)
N (-1.36, 0.50, 0.34)
C (-0.16, 0.73, 0.56)
O (0.87, 0.19, -0.21)
C (2.07, -0.02, 0.38)
O (2.32, 0.18, 1.53)
H (-2.45, 0.06, -1.37)
H (-2.24, -1.28, -0.25)
H (-0.89, -0.80, -1.31)
H (0.19, 1.39, 1.35)
H (2.76, -0.43, -0.37)

As for the total charge: 0. The LUMO energy comes out at 0.890 eV. The HOMO-LUMO gap is 11.210 eV. For the HOMO energy, the calculation gives -10.320 eV. As for the relative energy (zero: lowest compared OMol25 entry of this formula, charge and spin): 124.3 kJ/mol.

***

Record 7
Below is a 3-piece molecular cluster, C3H5NO2 overall, with properties calculated with wB97M-V/def2-TZVPD.

Element x y z (Å)
C (-0.99, 0.65, -1.90)
N (-1.40, -0.41, -2.14)
H (-0.58, 1.60, -1.62)
C (-0.12, 1.03, 1.38)
O (0.30, 1.72, 0.47)
H (-1.06, 0.47, 1.30)
H (0.44, 0.91, 2.32)
C (0.86, -1.50, 0.04)
O (0.69, -1.67, 1.22)
H (0.24, -2.00, -0.73)
H (1.62, -0.79, -0.34)

As for the total charge: 0. The LUMO energy comes out at 0.536 eV. The HOMO-LUMO gap is 10.929 eV. For the HOMO energy, the calculation gives -10.392 eV. As for the relative energy (zero: lowest compared OMol25 entry of this formula, charge and spin): 295.8 kJ/mol.

***

Record 8
Below is one molecule with the formula C3H5NO2, with properties calculated with wB97M-V/def2-TZVPD.

Element x y z (Å)
C (0.98, 0.78, 0.64)
C (-0.25, 0.01, 0.25)
N (-1.28, 0.87, -0.36)
O (-2.44, 0.55, -0.30)
C (-0.16, -1.08, -0.79)
O (-0.52, -1.22, 0.75)
H (1.81, 0.09, 0.80)
H (0.78, 1.31, 1.57)
H (1.25, 1.50, -0.13)
H (0.83, -1.43, -1.06)
H (-1.01, -1.39, -1.38)

As for the total charge: 0. The LUMO energy comes out at 0.151 eV. The HOMO-LUMO gap is 9.227 eV. For the HOMO energy, the calculation gives -9.076 eV. As for the relative energy (zero: lowest compared OMol25 entry of this formula, charge and spin): 456.3 kJ/mol.

***

Record 9
Below is C3H5NO2 as an isolated structure, with properties calculated with wB97M-V/def2-TZVPD.

Element x y z (Å)
O (0.37, 1.58, 1.06)
C (0.45, 0.70, -0.01)
C (0.97, -0.78, 0.25)
O (-0.28, -1.30, -0.26)
C (-0.78, -0.05, -0.51)
N (-1.85, 0.25, -1.06)
H (-0.25, 1.19, 1.69)
H (0.83, 1.33, -0.83)
H (1.80, -1.16, -0.35)
H (1.08, -1.15, 1.29)
H (-2.33, -0.63, -1.27)

As for the total charge: 0. The LUMO energy comes out at 0.751 eV. The HOMO-LUMO gap is 11.084 eV. For the HOMO energy, the calculation gives -10.333 eV. As for the relative energy (zero: lowest compared OMol25 entry of this formula, charge and spin): 203.1 kJ/mol.

***

Record 10
Below is one molecule with the formula C3H5NO2, with properties calculated with wB97M-V/def2-TZVPD.

Element x y z (Å)
C (1.80, 0.22, -0.37)
C (0.37, -0.14, -0.70)
O (0.01, -0.66, -1.73)
N (-0.50, 0.25, 0.34)
C (-1.64, -0.32, 0.40)
O (-2.47, 0.08, 1.35)
H (1.88, 1.29, -0.20)
H (2.45, -0.09, -1.20)
H (2.10, -0.28, 0.56)
H (-2.02, -1.12, -0.24)
H (-1.97, 0.78, 1.80)

As for the total charge: 0. The LUMO energy comes out at 0.705 eV. The HOMO-LUMO gap is 10.682 eV. For the HOMO energy, the calculation gives -9.977 eV. As for the relative energy (zero: lowest compared OMol25 entry of this formula, charge and spin): 62.2 kJ/mol.

***

Record 11
Below is C3H5NO2 as an isolated structure, with properties calculated with wB97M-V/def2-TZVPD.

Element x y z (Å)
O (2.59, 0.13, -0.03)
C (1.40, 0.20, -0.11)
N (0.49, -0.69, 0.40)
C (-0.91, -0.63, 0.07)
C (-0.56, 1.43, -0.49)
O (0.74, 1.18, -0.81)
H (0.89, -1.57, 0.71)
H (-1.23, -1.45, -0.58)
H (-1.56, -0.54, 0.94)
H (-0.63, 1.60, 0.60)
H (-1.22, 0.34, -0.71)

As for the total charge: 0. The LUMO energy comes out at 0.439 eV. The HOMO-LUMO gap is 9.609 eV. For the HOMO energy, the calculation gives -9.170 eV. As for the relative energy (zero: lowest compared OMol25 entry of this formula, charge and spin): 407.8 kJ/mol.

***

Record 12
Below is one molecule with the formula C3H5NO2, with properties calculated with wB97M-V/def2-TZVPD.

Element x y z (Å)
N (-2.51, -0.04, 0.10)
C (-1.29, -0.01, 0.02)
O (-0.37, -0.44, 1.12)
C (1.00, -0.29, 0.76)
C (0.98, 0.28, -0.75)
O (-0.40, 0.42, -1.08)
H (-3.49, 0.07, -0.18)
H (1.55, -1.25, 0.76)
H (1.53, 0.44, 1.41)
H (1.51, 1.25, -0.76)
H (1.50, -0.43, -1.41)

As for the total charge: 0. The LUMO energy comes out at 0.983 eV. The HOMO-LUMO gap is 11.109 eV. For the HOMO energy, the calculation gives -10.127 eV. As for the relative energy (zero: lowest compared OMol25 entry of this formula, charge and spin): 238.2 kJ/mol.

***

Record 13
Below is a 2-piece molecular cluster, C3H5NO2 overall, with properties calculated with wB97M-V/def2-TZVPD.

Element x y z (Å)
O (-1.41, -1.37, 0.96)
C (-0.38, -1.26, 0.41)
N (0.64, -1.08, -0.22)
C (1.89, -1.70, -0.14)
O (2.75, -1.56, -0.96)
H (2.01, -2.34, 0.76)
C (-1.08, 1.88, -0.16)
H (-1.77, 1.04, -0.11)
H (-1.48, 2.70, 0.44)
H (-0.99, 2.21, -1.20)
H (-0.10, 1.59, 0.22)

As for the total charge: 0. The LUMO energy comes out at 0.426 eV. The HOMO-LUMO gap is 11.599 eV. For the HOMO energy, the calculation gives -11.173 eV. As for the relative energy (zero: lowest compared OMol25 entry of this formula, charge and spin): 92.6 kJ/mol.

***

Record 14
Below is one molecule with the formula C3H5NO2, with properties calculated with wB97M-V/def2-TZVPD.

Element x y z (Å)
O (1.82, 0.07, -0.50)
C (0.78, -0.01, 0.42)
C (-0.23, 1.17, 0.22)
N (-1.34, 0.79, -0.19)
O (-1.40, -0.61, -0.26)
C (-0.20, -1.15, 0.21)
H (2.74, -0.25, -0.05)
H (1.30, 0.14, 1.37)
H (0.02, 2.21, 0.33)
H (0.16, -1.76, -0.61)
H (-0.30, -1.59, 1.26)

As for the total charge: 0. The LUMO energy comes out at 0.432 eV. The HOMO-LUMO gap is 10.287 eV. For the HOMO energy, the calculation gives -9.855 eV. As for the relative energy (zero: lowest compared OMol25 entry of this formula, charge and spin): 335.4 kJ/mol.

***

Record 15
Below is one molecule with the formula C3H5NO2, with properties calculated with wB97M-V/def2-TZVPD.

Element x y z (Å)
H (0.50, 0.67, 0.57)
N (1.49, 0.84, 0.14)
C (1.50, -0.01, -0.78)
O (0.37, -0.94, -0.96)
C (-0.53, -0.86, 0.10)
C (-1.09, 0.71, 0.50)
O (-1.61, 0.97, 1.55)
H (2.23, -0.21, -1.57)
H (-0.14, -1.36, 1.01)
H (-1.53, -1.21, -0.18)
H (-1.20, 1.39, -0.39)

As for the total charge: 0. The LUMO energy comes out at 0.431 eV. The HOMO-LUMO gap is 10.428 eV. For the HOMO energy, the calculation gives -9.996 eV. As for the relative energy (zero: lowest compared OMol25 entry of this formula, charge and spin): 308.6 kJ/mol.

***

Record 16
Below is one molecule with the formula C3H5NO2, with properties calculated with wB97M-V/def2-TZVPD.

Element x y z (Å)
O (-2.40, -0.61, 1.22)
C (-1.39, -0.60, 0.55)
N (-0.39, 0.44, 0.93)
C (0.57, 0.68, -0.03)
C (1.19, -0.45, -0.62)
O (-1.00, -1.28, -0.45)
H (-0.82, 1.25, 1.36)
H (0.08, 0.57, -1.11)
H (1.09, 1.64, -0.06)
H (1.07, -1.46, -0.26)
H (1.82, -0.27, -1.49)

As for the total charge: 0. The LUMO energy comes out at -1.337 eV. The HOMO-LUMO gap is 7.961 eV. For the HOMO energy, the calculation gives -9.298 eV. As for the relative energy (zero: lowest compared OMol25 entry of this formula, charge and spin): 356.0 kJ/mol.

***

Record 17
Below is one molecule with the formula C3H5NO2, with properties calculated with wB97M-V/def2-TZVPD.

Element x y z (Å)
N (-1.85, -0.39, 0.00)
C (-0.61, 0.15, -0.03)
O (-0.68, 1.49, -0.12)
C (0.54, -0.58, -0.01)
C (1.81, -0.04, -0.43)
O (2.86, -0.65, -0.50)
H (-1.96, -1.39, 0.04)
H (-2.64, 0.20, 0.20)
H (0.20, 1.85, 0.05)
H (0.49, -1.64, 0.21)
H (1.77, 1.03, -0.77)

As for the total charge: 0. The LUMO energy comes out at 0.565 eV. The HOMO-LUMO gap is 9.285 eV. For the HOMO energy, the calculation gives -8.720 eV. As for the relative energy (zero: lowest compared OMol25 entry of this formula, charge and spin): 101.2 kJ/mol.

***

Record 18
Below is one molecule with the formula C3H5NO2, with properties calculated with wB97M-V/def2-TZVPD.

Element x y z (Å)
C (-1.04, 1.38, -0.01)
N (0.16, 0.56, -0.05)
C (0.04, -0.78, 0.11)
O (-1.00, -1.38, 0.34)
C (1.32, -1.60, -0.02)
O (2.40, -1.14, -0.27)
H (-1.84, 0.76, 0.42)
H (-0.89, 2.26, 0.62)
H (-1.34, 1.70, -1.01)
H (1.07, 0.94, -0.26)
H (1.11, -2.68, 0.12)

As for the total charge: 0. The LUMO energy comes out at -0.019 eV. The HOMO-LUMO gap is 9.994 eV. For the HOMO energy, the calculation gives -10.013 eV. As for the relative energy (zero: lowest compared OMol25 entry of this formula, charge and spin): 73.0 kJ/mol.

***

Record 19
Below is one molecule with the formula C3H5NO2, with properties calculated with wB97M-V/def2-TZVPD.

Element x y z (Å)
C (-1.57, -0.12, -0.57)
C (0.43, -0.19, 1.49)
C (-0.30, 0.29, -1.15)
N (0.61, 0.96, 0.94)
O (0.34, 1.30, -0.39)
O (0.55, -0.73, -1.65)
H (-1.71, -1.13, -1.05)
H (0.72, -0.28, 2.63)
H (-0.53, 0.98, -1.96)
H (0.87, 1.80, 1.53)
H (0.47, -1.41, -1.01)

As for the total charge: 0. The LUMO energy (spin up / spin down) comes out at -0.639 / -0.638 eV. The HOMO-LUMO gap (spin up / spin down) is 8.352 / 8.351 eV. For the HOMO energy (spin up / spin down), the calculation gives -8.991 / -8.990 eV. As for the relative energy (zero: lowest compared OMol25 entry of this formula, charge and spin): 850.8 kJ/mol.

***

Record 20
Below is one molecule with the formula C3H5NO2, with properties calculated with wB97M-V/def2-TZVPD.

Element x y z (Å)
C (0.80, 0.02, -1.49)
C (0.65, -0.23, -0.01)
O (1.58, -0.33, 0.76)
N (-0.68, -0.26, 0.43)
C (-1.04, 0.14, 1.71)
O (-2.19, 0.36, 2.02)
H (0.11, -0.59, -2.09)
H (1.83, -0.16, -1.79)
H (0.55, 1.08, -1.67)
H (-1.44, -0.28, -0.24)
H (-0.18, 0.25, 2.38)

As for the total charge: 0. The LUMO energy comes out at 0.682 eV. The HOMO-LUMO gap is 10.927 eV. For the HOMO energy, the calculation gives -10.245 eV. As for the relative energy (zero: lowest compared OMol25 entry of this formula, charge and spin): 6.8 kJ/mol.